1.
C3H9NO2S | the ωB97M-V functional and the def2-TZVPD basis

Results
DFT total energy = -19676.6372 eV
2S+1 = 1

Structure (XYZ):
```
16
C3H9NO2S, DFT the ωB97M-V functional and the def2-TZVPD basis
O 0.34346 -0.20811 -3.11881
C 1.13568 -0.09899 -2.22340
C 0.73846 -0.42021 -0.78188
C -0.76104 -0.03577 -0.56168
S -1.37278 -0.78072 0.93998
N 1.55624 0.32863 0.17325
H 2.16639 0.25676 -2.42094
H 0.75530 -1.51302 -0.68558
H -0.77393 1.05421 -0.55936
H -1.34596 -0.37239 -1.41285
H -0.68370 -0.02644 1.82384
H 2.44772 0.58848 -0.25769
H 1.78186 -0.28601 0.92976
H 0.29511 2.18457 3.09860
H -1.12573 1.74107 2.95928
O -0.26550 1.45433 3.31321
```

2.
C6H9NS | the ωB97M-V functional and the def2-TZVPD basis

Results
DFT total energy = -18691.2274 eV
2S+1 = 1

Structure (XYZ):
```
17
C6H9NS, DFT the ωB97M-V functional and the def2-TZVPD basis
C -0.61013 0.22717 -0.85008
C 0.93662 0.26660 -0.85883
C 1.24725 0.98692 0.46959
C 0.67827 -0.34178 1.00811
C -0.76195 -0.25839 0.58646
C -1.87424 -0.54373 1.25796
H -1.46489 0.03192 -3.04354
H -1.02059 1.22220 -0.97897
H 1.42149 0.49528 -1.80554
H 0.75886 1.97368 0.71396
H 2.34047 1.07375 0.64346
H 0.90245 -0.75861 2.01447
H 2.22957 -1.10253 -0.04562
H -1.82562 -0.88355 2.30427
H -2.83306 -0.43698 0.83314
N 1.24583 -1.05329 -0.19268
S -1.37034 -0.89863 -2.05617
```

3.
C4H12NO3 | the ωB97M-V functional and the def2-TZVPD basis

Results
DFT total energy = -11969.4178 eV
⟨S²⟩ = 0.7549
2S+1 = 2

Structure (XYZ):
```
20
C4H12NO3, DFT the ωB97M-V functional and the def2-TZVPD basis
C 1.50671 -1.34343 -0.44258
N 1.05502 0.02399 -0.84128
C -0.01619 0.55041 0.06476
C -1.19000 -0.39919 0.32142
O -1.63658 -0.15805 1.59217
C 0.55066 1.08350 1.35539
O -0.51278 1.46745 2.17315
H 0.81403 -2.02506 -0.92290
H 2.43775 -1.56224 -1.01005
H 1.75836 -1.47863 0.60884
H 1.76697 0.73591 -0.78357
H -0.42441 1.38903 -0.57612
H -1.87788 -0.03285 -0.50931
H -1.20254 -1.49477 0.16620
H -0.93688 0.76440 2.09143
H 1.08911 0.31031 1.91679
H 1.30090 1.85972 1.12665
H -0.21634 -1.72689 -3.23074
H 0.58907 -0.47108 -2.91405
O -0.11177 -0.80694 -3.51119
```

4.
C19H35IN4OS4Si2Sr | the ωB97M-V functional and the def2-TZVPD basis

Results
Total charge = -2
DFT total energy = -96321.2145 eV
2S+1 = 1

Structure (XYZ):
```
67
C19H35IN4OS4Si2Sr, DFT the ωB97M-V functional and the def2-TZVPD basis
Sr -0.26480 -0.47925 -1.29570
N -2.03559 -0.57859 -3.37590
C -3.18263 -1.43583 -3.13150
C -2.71574 -2.84251 -2.77387
N -1.89180 -2.89815 -1.56639
C -2.58056 -3.25698 -0.33610
C -3.00755 -2.03310 0.46677
N -1.83226 -1.27161 0.87859
H -2.26661 0.40834 -3.34856
H -1.53819 -0.80273 -4.22949
H -3.86970 -1.50918 -3.98857
H -3.74315 -0.98819 -2.30809
H -2.10451 -3.21819 -3.59763
H -3.59126 -3.50268 -2.67638
H -1.08489 -3.48613 -1.74160
H -1.90394 -3.85501 0.28229
H -3.46361 -3.88313 -0.53882
H -3.63118 -2.35448 1.31293
H -3.61983 -1.37790 -0.15469
H -1.39764 -1.66122 1.70666
H -2.07388 -0.30306 1.07001
C 1.16200 -1.81257 3.30827
Si 1.82866 -1.38934 1.58091
C 1.26492 -2.84835 0.51185
C 3.70233 -1.62041 1.72596
C 1.42288 0.31285 1.04840
C 2.26976 0.71650 -0.05369
C 3.00485 1.93177 -0.11989
C 3.79961 2.20782 -1.20052
C 3.90321 1.28582 -2.24644
C 3.16299 0.12991 -2.13870
N 2.37293 -0.15137 -1.09743
Si 0.81913 1.62275 2.18155
C 0.17417 3.12485 1.25257
C 2.13140 2.20430 3.44132
C -0.62292 1.12370 3.29940
H 1.53830 -2.79946 3.59523
H 0.07081 -1.84690 3.35481
H 1.49847 -1.09260 4.05862
H 1.59499 -3.78196 0.98125
H 1.69394 -2.81406 -0.49274
H 0.17723 -2.90534 0.41757
H 3.96410 -2.63545 2.04132
H 4.11636 -0.91389 2.45121
H 4.17994 -1.42993 0.76198
H 2.94036 2.63653 0.69720
H 4.34658 3.14394 -1.23945
H 4.50732 1.47504 -3.12309
H 3.16374 -0.61629 -2.92769
H 0.79689 3.42342 0.40800
H 0.05464 3.98350 1.92162
H -0.80730 2.87884 0.83619
H 3.04008 2.56702 2.95429
H 2.42331 1.36951 4.08708
H 1.74626 3.00616 4.08003
H -1.51904 0.88319 2.72463
H -0.87077 1.99137 3.91997
H -0.39765 0.29294 3.96903
O -3.29228 6.55373 -1.89798
C -2.85284 5.41963 -1.83235
S -1.34657 4.89216 -2.56014
C -1.38896 3.19046 -2.06602
C -2.46449 2.82704 -1.33388
S -2.83931 1.25688 -0.66525
S -3.64597 4.09812 -0.99337
S -0.01945 2.25014 -2.59495
I 0.99472 -2.81240 -3.68061
```